No. 1
# C3H7N2O

A 2-piece molecular cluster, C3H7N2O overall in a non-equilibrium geometry (ωB97M-V with the def2-TZVPD basis set, the Open Molecules 2025 dataset).

Each line ends with the Mulliken charge.
Atoms and positions in Å:
C 1.708 0.501 -0.246  0.6720
C -0.597 0.726 -0.145  0.0563
C 1.736 -0.726 0.381  -0.9028
N -1.313 0.074 -0.989  -0.3443
N -1.132 1.441 0.810  -0.3117
O 2.107 1.376 -0.839  -0.1731
H 1.156 -1.420 -0.143  0.3629
H 1.385 -0.549 1.352  0.3632
H 2.778 -1.220 0.384  0.3306
H -0.742 -0.601 -1.540  0.2429
H -2.360 0.050 -1.275  0.2465
H -0.620 2.154 1.250  0.2481
H -2.072 1.685 0.766  0.2093

Calculated values
Maximum force: 4.49 eV/A
Energy above the lowest of the compared OMol25 structures with the same formula, charge and spin: 265.5 kJ/mol
HOMO: -13.92 eV
LUMO energy: -3.69 eV
Total charge: +1
E_tot: -302.9389 a.u.


No. 2
# C13H17ClGaIN3O4P

C13H17ClGaIN3O4P as an isolated structure in a non-equilibrium geometry (ωB97M-V with the def2-TZVPD basis set, the Open Molecules 2025 dataset).

Each line ends with the Mulliken charge.
Atoms and positions in Å:
Ga 0.663 0.169 0.913  0.5619
Cl -2.080 -5.740 -1.058  -0.2006
C -1.804 -4.084 -0.702  0.4005
C -2.873 -3.244 -0.486  -0.4320
C -2.659 -1.901 -0.169  -0.2591
I -4.289 -0.613 0.200  0.0604
C -1.393 -1.369 -0.060  0.4136
O -1.165 -0.077 0.257  -0.4786
C -0.288 -2.227 -0.260  0.5323
N 0.941 -1.689 -0.087  -0.1104
C 2.015 -2.431 -0.275  -0.0931
C 1.926 -3.767 -0.669  -0.8915
C 0.688 -4.345 -0.834  -0.5930
C -0.475 -3.588 -0.605  -0.0897
H -3.879 -3.627 -0.553  0.4546
H 2.975 -1.946 -0.127  0.4608
H 2.831 -4.331 -0.832  0.4285
H 0.585 -5.376 -1.133  0.4871
N -2.276 2.173 -0.478  -0.0180
C -1.323 3.116 -1.097  -0.6451
P 0.423 2.468 -0.917  0.7599
O 0.757 1.293 -1.739  -0.7367
O 0.698 2.266 0.578  -0.7499
C 1.578 3.873 -1.420  -0.7056
N 2.906 3.319 -1.088  -0.2915
H -3.167 2.117 -0.987  0.4135
H -2.481 2.416 0.498  0.3857
H -1.850 1.174 -0.396  0.1433
H -1.387 4.098 -0.625  0.4539
H -1.545 3.207 -2.160  0.3926
H 1.411 4.804 -0.882  0.4385
H 1.507 4.058 -2.492  0.4178
H 3.690 3.944 -1.318  0.3763
H 3.014 2.418 -1.589  0.3487
H 2.923 3.112 -0.077  0.3216
C 0.463 0.450 3.992  -1.2041
C 0.855 -0.504 2.957  0.6117
O 1.098 -1.655 2.982  -0.3836
H 0.878 0.173 4.964  0.3751
H -0.630 0.395 4.062  0.3252
H 0.735 1.468 3.713  0.3191

Calculated values
Maximum force: 2.09 eV/A
HOMO: -13.49 eV
LUMO energy: -6.24 eV
Total charge: +2
E_tot: -3994.4116 a.u.


No. 3
# CH4N4

A 2-piece molecular cluster, CH4N4 overall in a non-equilibrium geometry (ωB97M-V with the def2-TZVPD basis set, the Open Molecules 2025 dataset).

Each line ends with the Mulliken charge.
Atoms and positions in Å:
C -1.059 0.264 0.316  0.4834
N 2.497 -0.419 0.928  0.1109
N 2.520 -0.492 -0.166  0.4595
N -1.860 -0.274 -0.542  -0.3696
N -0.255 0.745 1.030  -0.1109
H -1.769 -0.306 -1.521  0.3151
H -2.920 -0.212 -0.456  0.3594
H 0.143 1.453 1.551  0.3331
H 2.703 -0.758 -1.139  0.4191

Calculated values
Maximum force: 5.28 eV/A
Energy above the lowest of the compared OMol25 structures with the same formula, charge and spin: 25.0 kJ/mol
HOMO: -21.27 eV
LUMO energy: -11.16 eV
Total charge: +2
E_tot: -258.7207 a.u.


No. 4
# C4H12N3

A 3-piece molecular cluster, C4H12N3 overall in a non-equilibrium geometry (ωB97M-V with the def2-TZVPD basis set, the Open Molecules 2025 dataset).

Each line ends with the Mulliken charge.
Atoms and positions in Å:
C -2.406 0.842 1.058  -0.6229
C 0.224 -1.382 0.103  0.1396
C -1.719 0.364 0.039  0.4426
C 0.288 -2.794 0.034  -0.9611
N 1.228 -0.597 0.077  -0.2192
N -1.425 0.606 -1.251  -0.2371
N 1.734 2.179 -0.108  -0.7909
H -2.666 1.925 1.123  0.2897
H -2.389 0.153 1.812  0.3208
H 1.235 -3.349 0.170  0.3399
H -0.297 -3.097 -0.855  0.2638
H -0.498 -2.960 0.952  0.2616
H 2.207 -0.856 0.162  0.2886
H 1.266 0.442 0.027  0.3494
H -0.484 0.480 -1.424  0.2011
H -2.057 0.809 -1.981  0.2499
H 1.266 2.862 0.488  0.2232
H 2.121 2.629 -0.895  0.2011
H 2.369 1.744 0.470  0.2599

Calculated values
Maximum force: 3.80 eV/A
Energy above the lowest of the compared OMol25 structures with the same formula, charge and spin: 579.8 kJ/mol
HOMO (alpha / beta): -12.27 / -12.26 eV
LUMO energy (alpha / beta): -4.53 / -4.53 eV
Total charge: +1
E_tot: -323.4574 a.u.


No. 5
# H30O15

A 15-piece molecular cluster, H30O15 overall in a non-equilibrium geometry (ωB97M-V with the def2-TZVPD basis set, the Open Molecules 2025 dataset).

Each line ends with the Mulliken charge.
Atoms and positions in Å:
H -0.871 -0.382 -0.257  0.2426
H 0.341 0.256 0.439  0.1644
H 3.874 2.615 -2.555  0.3089
H 3.111 2.967 -1.192  0.2377
H 1.399 4.052 -0.743  0.3026
H 1.754 5.332 -1.686  0.3169
H -2.818 0.939 -4.036  0.3236
H -2.233 -0.424 -4.358  0.2886
H -1.926 0.486 1.398  0.3691
H -3.246 -0.207 1.521  0.2751
H -1.273 -3.392 -3.907  0.3224
H -0.712 -2.611 -4.959  0.2959
H -3.996 2.226 1.238  0.3013
H -3.463 1.999 2.651  0.3303
H -1.112 -3.913 0.166  0.3118
H -1.855 -4.970 -0.686  0.2849
H 4.356 2.505 0.893  0.2812
H 3.763 1.150 1.407  0.3538
H 3.884 -1.588 0.108  0.3083
H 3.500 -3.055 -0.204  0.3157
H 2.370 -0.878 1.275  0.2205
H 2.054 -1.526 2.744  0.2954
H -3.964 -3.163 2.365  0.2851
H -3.142 -3.896 1.363  0.3276
H 1.862 2.423 1.312  0.3389
H 1.058 1.342 2.118  0.2991
H 0.375 1.542 -2.325  0.2952
H 0.449 2.811 -3.207  0.3046
H -1.361 -1.942 3.980  0.2838
H -2.741 -1.562 4.080  0.2955
O -0.629 -0.061 0.622  -0.5226
O 3.797 3.236 -1.752  -0.5531
O 1.836 4.972 -0.783  -0.6112
O -1.969 0.459 -4.370  -0.5901
O -2.278 -0.312 1.764  -0.5460
O -0.606 -2.647 -4.055  -0.6249
O -4.093 1.632 1.979  -0.6477
O -1.982 -4.316 0.009  -0.6413
O 4.366 1.599 0.772  -0.6098
O 3.833 -2.272 -0.578  -0.6015
O 1.686 -1.337 1.885  -0.5240
O -3.281 -3.010 1.605  -0.5500
O 1.837 1.948 2.096  -0.6229
O -0.119 2.314 -2.593  -0.6384
O -1.836 -1.343 4.457  -0.5971

Calculated values
Maximum force: 7.20 eV/A
Energy above the lowest of the compared OMol25 structures with the same formula, charge and spin: 608.8 kJ/mol
HOMO: -9.33 eV
LUMO energy: -0.29 eV
Total charge: 0
E_tot: -1146.4082 a.u.


No. 6
# C9H11FO3

A single C9H11FO3 molecule (ωB97M-V with the def2-TZVPD basis set, the Open Molecules 2025 dataset).

Each line ends with the Mulliken charge.
Atoms and positions in Å:
C -2.095 -1.470 0.880  -0.5591
C -0.731 -1.270 0.682  0.1130
C -3.268 -0.836 0.321  0.0770
C 1.936 -0.118 0.645  0.7941
C -0.089 -0.759 -0.415  0.6613
C -3.178 0.597 0.192  0.5451
C 3.426 -0.169 0.462  -1.1903
C -0.692 -0.388 -1.717  -1.2371
C -2.108 1.570 0.479  -1.1240
O -4.351 -1.412 0.196  -0.6505
O 1.370 0.366 1.587  -0.5070
O 1.290 -0.652 -0.419  -0.3429
F -4.367 1.193 0.041  -0.2490
H -2.361 -2.223 1.611  0.3653
H -0.089 -1.655 1.465  0.3574
H 3.743 0.652 -0.179  0.2850
H 3.726 -1.101 -0.007  0.3296
H 3.904 -0.055 1.432  0.3529
H -0.625 0.693 -1.859  0.2623
H -1.734 -0.690 -1.759  0.3610
H -0.129 -0.857 -2.524  0.4120
H -1.751 2.005 -0.460  0.2176
H -1.261 1.122 0.991  0.3077
H -2.515 2.391 1.072  0.4184

Calculated values
Maximum force: 0.90 eV/A
Energy above the lowest of the compared OMol25 structures with the same formula, charge and spin: 0.0 kJ/mol
HOMO (alpha / beta): -8.37 / -7.84 eV
LUMO energy (alpha / beta): -0.94 / -0.78 eV
Total charge: 0
E_tot: -675.0349 a.u.